C35H43Cl3N2O2OsSbSi2 | ωB97M-V/def2-TZVPD

Cartesian coordinates (Å):
H: -4.33963 2.18439 2.53444
H: -5.59560 1.11754 -0.74162
N: -2.03012 1.57572 -0.50408
Cl: 0.63505 -1.21947 -5.42529
C: 1.27963 2.39348 -4.86716
C: 1.45476 -5.42315 -1.04472
C: -3.53787 3.15471 -1.64903
H: -1.03158 -0.42475 5.90490
C: -2.28921 2.51924 -1.46873
H: 3.52264 -5.12891 -0.54125
Cl: -0.73590 -3.31861 -4.00649
C: -2.93793 -0.23110 1.73550
H: 3.90816 2.14941 1.14478
H: -3.07943 3.17803 1.81167
C: -0.06328 -3.63453 -0.43329
H: -0.16048 1.32416 4.59158
H: -2.02370 -3.51857 0.46627
H: -2.84190 5.13218 -4.31173
H: 1.28613 0.68779 3.81036
H: 3.13999 -2.93742 0.48681
C: -3.72327 4.07487 -2.64291
C: -1.45319 3.82114 -3.38679
H: 5.77869 -0.75235 4.28137
H: 2.10238 2.86518 -5.41279
H: -4.35818 0.16921 -1.56675
C: 4.88916 -0.79478 3.66625
C: -1.37550 -3.30339 4.16189
H: -3.86590 -0.54098 2.22934
H: -2.27186 0.13767 2.51376
H: 1.61423 -6.39329 -1.49768
C: 1.64377 4.63723 -2.72951
C: 2.61507 -0.87719 2.08599
H: 3.78962 2.20325 -3.10823
H: -0.68114 -3.62055 2.16241
C: 2.52155 -4.71913 -0.50795
C: -0.29061 -1.61366 2.83215
C: -0.36307 -0.70239 3.89172
Cl: 2.06314 -2.82647 -3.49039
H: 2.90297 0.91656 -2.29870
C: 3.47261 0.21598 1.98371
H: 1.37307 1.31662 -5.00561
Si: 1.45720 2.81330 -3.06500
C: 4.02725 -1.87696 3.76382
H: 3.31246 0.95624 -0.00441
C: 4.61004 0.23956 2.78742
Os: -0.27297 0.66689 -0.90889
C: -1.48092 -3.12830 -0.39856
C: 0.18187 -4.87975 -1.01053
H: 3.26276 2.44814 -1.45218
C: -1.46988 -2.40392 5.21125
H: -4.36943 2.91118 -1.00927
H: 4.23550 -2.68756 4.44988
O: -1.07332 -0.71625 -2.66666
H: 2.59082 4.96708 -3.16755
H: 2.20427 -2.75034 3.07736
C: 0.51846 -2.08740 -3.88158
C: -3.94893 2.55545 1.58290
C: 2.88497 -1.91236 2.97982
H: -1.53264 -2.03842 -0.34903
H: -1.75872 -4.31025 4.26563
C: -1.21492 2.86974 -2.35742
Si: -3.43084 1.08751 0.54432
Sb: 0.75680 -1.06650 1.07761
H: -4.69145 4.54336 -2.76188
H: 0.85873 5.28076 -3.12248
C: -0.77593 -2.90738 2.97335
N: -0.02275 2.25618 -2.15133
C: -2.67214 4.41137 -3.52318
C: 2.97845 1.99746 -2.40258
C: -4.76754 0.42438 -0.58590
H: -2.02189 -3.42185 -1.29719
H: -5.18509 -0.48908 -0.15596
H: -4.71317 3.19821 1.14795
H: -0.64811 -5.42856 -1.44051
C: -0.96209 -1.11860 5.07512
H: 5.28246 1.08647 2.72072
H: -0.66554 4.07098 -4.07905
H: 0.34615 2.70899 -5.33108
O: 1.03127 -0.50842 -2.10617
H: -0.10923 1.17432 2.84048
C: 1.01738 -2.93714 0.12087
C: 0.19285 0.69248 3.77761
C: 3.20703 1.32606 1.01404
H: -2.50281 -1.12567 1.29816
H: 2.19531 1.73164 1.12052
H: -1.93321 -2.70257 6.14278
C: 0.11712 -1.04449 -2.81616
C: 2.30091 -3.47977 0.07074
H: 1.71019 4.81013 -1.65197

## Properties
total charge = +1
energy relative to the best compared isomer or geometry (same formula, charge and spin) = 33.1 kJ/mol
Kohn-Sham gap (spin up / spin down) = 7.46 / 6.51 eV
highest occupied orbital energy (spin up / spin down) = -10.29 / -11.53 eV
2S+1 = 5
<S²> = 6.024
E_LUMO (spin up / spin down) = -0.10381 / -0.18467 Eh

C59H33F15Ge2LiN3OS | ωB97M-V/def2-TZVPD

Cartesian coordinates (Å):
H: -0.12714 4.65560 4.93651
C: 3.95071 -0.10779 2.22306
C: 0.38906 4.65947 3.98502
C: -2.71338 4.94666 4.30093
H: -1.79938 0.89945 -3.67751
C: -1.14935 -6.12653 -1.04369
C: -0.92552 3.98060 -2.94475
H: -1.15826 -2.75768 -5.81091
Ge: 1.52195 -2.56433 -0.59693
H: -1.95910 5.68972 4.08207
C: 3.12588 1.19550 0.21756
H: -3.87297 6.31658 5.45404
C: -5.13765 -1.75120 -0.35647
F: 4.35527 -5.76384 -4.16605
H: -6.68032 -3.12639 0.21121
C: 4.39760 -4.82162 2.01034
C: -0.19185 -5.16857 -1.34218
H: -8.14932 -1.35971 1.13777
C: 1.04951 5.80772 -3.61253
H: 3.27259 5.80231 2.59979
H: 2.00859 5.84163 4.73187
C: -4.75728 3.13779 4.74564
C: -1.95602 -2.95274 -3.82997
F: 3.37567 -5.29873 -1.73376
F: -0.03462 -3.38469 1.74973
H: 4.44258 -1.29563 3.93933
C: 3.13274 -4.36975 -2.67940
C: 2.92031 0.33513 1.39329
F: -1.87914 -5.26660 2.38153
F: 2.13853 -5.20983 1.72100
N: 1.97322 2.42955 -1.35031
C: 2.32771 -1.23621 3.57044
H: 0.30680 -0.93896 2.87592
C: -4.84496 4.40849 5.30791
N: 1.64275 0.00021 1.64798
C: -1.33114 -5.22840 1.15896
C: -7.18756 -1.09891 0.71230
C: 5.51284 -3.08617 0.81943
F: 6.63974 -2.41519 0.52770
C: -1.86133 -0.18197 -3.72596
H: -5.20295 1.58380 0.14836
H: -5.56031 2.42349 4.89707
Ge: -2.87543 0.07362 -1.00107
H: -2.29942 5.37360 -3.82186
F: 0.29527 -5.21593 -2.59595
F: -2.62612 -7.09596 0.51848
C: -6.76387 0.22202 0.69540
H: 0.20729 3.35740 0.87572
C: -4.70180 -0.42672 -0.40115
C: 1.60422 5.31511 3.87286
C: 0.23549 -4.22248 -0.42828
H: -0.54436 7.00411 -4.41954
C: 0.39912 3.70591 -2.62217
H: -1.99207 -4.03431 -3.86441
C: -3.65999 2.76425 3.99501
C: 2.32487 5.28268 2.68452
H: -5.69832 4.69563 5.91132
C: -0.38797 -4.28333 0.80964
C: 3.11127 -3.41669 0.49781
C: 4.30269 -2.75368 0.24518
C: -1.44469 -0.84909 -4.86786
C: -0.16920 3.95763 2.90022
C: -0.27761 6.07815 -3.92350
C: 1.38554 4.63166 -2.96383
C: -1.26289 5.16045 -3.58998
F: 1.42875 -1.28656 -3.29682
C: 0.71652 2.48902 -1.81544
H: -2.67495 -2.86126 -1.82396
C: -2.35728 -2.28268 -2.68360
N: 2.03484 1.50612 -0.37604
H: -3.61378 1.77257 3.56067
H: 2.05223 -1.85418 4.41385
F: -1.54332 -7.01940 -1.96810
C: -5.53363 0.55039 0.14372
C: -1.71153 -6.16546 0.21534
S: -1.65436 -0.46678 0.81368
H: -1.68678 3.26394 -2.66234
H: -7.39088 0.99500 1.12333
C: 3.64896 -0.91335 3.30788
C: 0.59434 3.91496 1.71968
H: 4.67642 2.67093 0.31745
C: 2.57596 -2.67993 -4.76767
C: 5.55799 -4.13218 1.72004
C: -3.81287 5.30729 5.05815
C: 1.35933 -0.73517 2.70879
C: -1.52265 2.05451 2.24071
F: 4.31205 -1.73099 -0.63694
C: 1.81133 4.56183 1.61194
O: -0.18927 1.64237 -1.59115
C: 3.33758 -3.81085 -4.99173
C: -2.56979 3.64152 3.76894
H: -1.05418 -0.28844 -5.70841
F: 6.71206 -4.46826 2.31294
H: 4.97684 0.16993 2.01970
H: 2.40841 4.40919 -2.69556
C: 3.62365 -4.65944 -3.94094
F: 4.44536 -5.84353 2.88136
H: 1.82077 6.52582 -3.86473
C: -1.59480 1.05947 1.53187
C: -1.49713 -2.23407 -4.92478
H: 5.26673 1.02140 0.01932
C: -6.36768 -2.08924 0.18797
C: 4.46587 1.72795 -0.19576
H: -2.92799 1.57234 -1.25660
Li: 0.38389 0.58558 -0.11828
C: 2.13376 -2.41470 -3.48448
C: 2.38203 -3.24249 -2.40027
C: -2.33157 -0.88907 -2.62221
F: 2.28803 -1.87155 -5.80092
H: 2.35996 4.49789 0.67782
C: -1.43480 3.22726 2.98585
F: 3.79698 -4.08172 -6.22145
H: -4.50656 -2.53906 -0.74830
C: 3.20835 -4.45988 1.39836
H: 4.43025 1.92670 -1.26577

## Properties
total charge = -2
energy relative to the best compared isomer or geometry (same formula, charge and spin) = 72.6 kJ/mol
Kohn-Sham gap = 4.86 eV
highest occupied orbital energy = -1.01 eV
2S+1 = 1
E_LUMO = 0.14163 Eh

C3H2FKO2 | ωB97M-V/def2-TZVPD

Cartesian coordinates (Å):
C: -1.09206 0.29737 0.59176
C: 0.94482 0.31011 -0.23855
O: 0.28060 -0.93819 -0.66162
H: -1.99184 0.70959 1.03827
F: -1.37150 -2.09058 0.36689
K: 3.23719 1.36616 -1.95445
O: -0.20573 1.17001 -0.04782
H: 1.10436 0.07544 0.91456
C: -0.90584 -0.89991 -0.00905

## Properties
energy relative to the best compared isomer or geometry (same formula, charge and spin) = 139.1 kJ/mol
Kohn-Sham gap = 5.45 eV
highest occupied orbital energy = -6.53 eV
2S+1 = 1
E_LUMO = -0.03976 Eh

C25H78O25 | ωB97M-V/def2-TZVPD

Cartesian coordinates (Å):
H: 26.00269 -12.42423 -17.08388
O: 15.67887 -6.02204 -20.85113
H: 23.41028 -4.42544 -13.56272
H: 16.08859 -5.15578 -20.90876
H: 26.34939 -10.69612 -15.82474
O: 21.54252 -8.42402 -17.17081
O: 27.28178 -7.55471 -17.57281
H: 22.01986 -6.06040 -12.94147
H: 23.77379 -1.11234 -19.02169
H: 15.32966 -8.57820 -20.93525
H: 17.39621 -2.90381 -20.71242
H: 23.15179 -9.15320 -14.08987
H: 20.49579 -4.42336 -14.58367
H: 21.21930 -6.54266 -16.42863
O: 22.48939 -11.56552 -20.54967
H: 22.28844 -9.49460 -22.29255
O: 20.19904 -7.65040 -21.97986
H: 23.72267 -8.69770 -21.88511
H: 24.27829 -10.48526 -20.27117
H: 18.64085 -11.49468 -18.05109
C: 23.43961 -10.61690 -20.95482
C: 18.55904 -10.51148 -18.51446
C: 16.67001 -6.99133 -20.72267
C: 21.73750 -3.16892 -19.38254
C: 23.91973 -2.15516 -18.74002
H: 20.50252 -5.69492 -18.67808
O: 13.14856 -7.40968 -16.92648
H: 22.02823 -8.52185 -16.34855
H: 21.40567 -2.93643 -14.57074
H: 17.39844 -9.45309 -17.40895
H: 13.12784 -8.19836 -17.47343
O: 20.93080 -4.00023 -12.75051
H: 19.70417 -9.30487 -19.92633
C: 21.42313 -7.01328 -17.39044
H: 21.04555 -9.88393 -18.08507
H: 21.98585 -11.26351 -19.79017
O: 25.48992 -5.27412 -16.92757
H: 18.98022 -7.87814 -17.76831
H: 20.82820 -8.01357 -21.35227
H: 18.44108 -10.51305 -14.93087
H: 21.92669 -6.75082 -22.69044
C: 20.34976 -6.74329 -18.42179
H: 15.57795 -8.18773 -16.12846
H: 20.59994 -3.44686 -22.83780
H: 17.63143 -6.64089 -21.09812
H: 19.48051 -5.20124 -22.27344
H: 20.77151 -3.58326 -19.09394
H: 23.80752 -11.06100 -21.87977
H: 16.95866 -4.87312 -18.68156
H: 14.75238 -8.99132 -18.41331
C: 14.35705 -6.82053 -17.31634
H: 16.98837 -1.75189 -18.40223
O: 26.50534 -10.57362 -16.76403
O: 19.00986 -6.96237 -18.05483
H: 24.24388 -9.92280 -17.26554
C: 25.50400 -6.50348 -16.14979
O: 22.25472 -6.15493 -13.86749
H: 14.23526 -6.44233 -18.33135
H: 20.73239 -10.70914 -15.26793
H: 21.47943 -2.23139 -19.87504
H: 14.48484 -6.05848 -16.54754
H: 21.79796 -1.07110 -17.74094
H: 25.17941 -6.29911 -15.12951
H: 25.83323 -11.37732 -18.48984
H: 22.27695 -3.77728 -20.10848
H: 23.05625 -7.75669 -14.66651
H: 28.20388 -7.58320 -17.83836
C: 25.64946 -11.44862 -17.41781
H: 20.50428 -7.34870 -19.31493
H: 21.54552 -13.06016 -15.12763
H: 15.24867 -3.22937 -19.48288
C: 26.94248 -7.10775 -16.22699
H: 18.40177 -4.04796 -18.51014
O: 19.94384 -13.67785 -13.90873
H: 20.88387 -5.22173 -21.25883
H: 16.29900 -7.01722 -17.26794
C: 17.40708 -3.91245 -18.93480
C: 19.73964 -10.29322 -19.46806
H: 23.07145 -4.81767 -15.24666
H: 17.64461 -10.61913 -19.09785
C: 24.22701 -11.00460 -17.13317
H: 20.67650 -6.76558 -23.81600
H: 23.12922 -8.22539 -19.82208
H: 24.78644 -7.20924 -16.56825
H: 18.56576 -5.66688 -15.23695
H: 15.40834 -7.51384 -23.00501
H: 16.87950 -7.22364 -19.67852
O: 18.33760 -5.27823 -16.08142
H: 19.19145 -13.50507 -14.47939
H: 21.53006 -3.55786 -12.14486
O: 21.16411 -4.19997 -23.02788
H: 24.74751 -2.19947 -18.03226
O: 17.34819 -3.78799 -20.34160
O: 18.34203 -9.54917 -17.55728
H: 23.79992 -10.57616 -15.29752
C: 16.26745 -8.26761 -21.39588
H: 26.87898 -7.98000 -15.57641
O: 15.27950 -3.02245 -18.54595
O: 22.97659 -8.68063 -14.90363
H: 21.48374 -12.21401 -13.59000
H: 22.80849 -3.65640 -17.63670
O: 18.91820 -11.17455 -14.42453
H: 19.87233 -12.01659 -16.03781
H: 25.85863 -5.40841 -17.80371
H: 19.61518 -11.02401 -20.26715
O: 23.86964 -11.36786 -15.83600
C: 16.68760 -2.77916 -18.19640
C: 20.56865 -5.25835 -22.30161
H: 16.77078 -2.97807 -17.12793
C: 15.50631 -7.75155 -17.12481
O: 16.06802 -8.19402 -22.85077
H: 27.79826 -6.53451 -15.87042
O: 15.62426 -8.70933 -18.12711
C: 20.84418 -6.63636 -22.74675
C: 22.65257 -4.81885 -14.24036
H: 17.08253 -8.94219 -21.13382
C: 20.87063 -12.68545 -14.35807
O: 20.90414 -10.63700 -18.66341
O: 22.38724 -8.40326 -20.40468
H: 18.45511 -5.98862 -16.71212
C: 21.33652 -3.92007 -14.10622
C: 22.61476 -2.76675 -18.23593
C: 20.08924 -11.56642 -15.06910
H: 24.28649 -2.68152 -19.62124
O: 21.94687 -1.93970 -17.36019
H: 22.40160 -6.62020 -17.66645
C: 22.92563 -9.28776 -21.43272
H: 23.54990 -11.37903 -17.90091

## Properties
total charge = +1
energy relative to the best compared isomer or geometry (same formula, charge and spin) = 131.2 kJ/mol
Kohn-Sham gap (spin up / spin down) = 9.11 / 2.36 eV
highest occupied orbital energy (spin up / spin down) = -11.70 / -11.70 eV
2S+1 = 2
<S²> = 0.756
E_LUMO (spin up / spin down) = -0.09508 / -0.34316 Eh

C4H7NO | ωB97M-V/def2-TZVPD

Cartesian coordinates (Å):
C: 0.05247 -1.24068 -0.81617
C: -1.36539 -0.71446 -0.46903
H: -0.57728 0.57911 -2.20990
H: 0.04620 -2.06738 -1.49431
H: -2.10819 -0.99449 -1.14627
O: 1.73736 2.50541 0.28802
C: -0.31202 0.12121 -1.17787
N: 0.86609 0.95598 1.62537
H: -1.78351 -0.64056 0.61231
H: 0.72064 -1.29824 -0.03378
C: 0.99616 1.63639 0.54417
H: 1.55641 0.93339 2.50190
H: 0.17104 0.22431 1.77557

## Properties
energy relative to the best compared isomer or geometry (same formula, charge and spin) = 57.3 kJ/mol
Kohn-Sham gap (spin up / spin down) = 7.81 / 9.56 eV
highest occupied orbital energy (spin up / spin down) = -6.85 / -10.48 eV
2S+1 = 3
<S²> = 2.007
E_LUMO (spin up / spin down) = 0.03539 / -0.03382 Eh